No. 1
{
  "formula": "CHN3O2",
  "method": "ωB97M-V/def2-TZVPD",
  "elements": ["O", "C", "N", "N", "N", "O", "H"],
  "positions_angstrom": [[1.829, -1.251, -0.019], [0.850, -0.582, -0.112], [0.629, 0.725, 0.119], [-0.671, 0.860, 0.036], [-1.378, -0.170, -0.305], [-0.454, -1.106, -0.506], [-0.804, 1.523, 0.787]],
  "forces_ev_per_a": [[-0.409, -0.256, -0.323], [0.687, -0.352, -0.286], [0.795, -0.385, -0.084], [0.638, -0.523, 0.736], [0.527, 0.593, 0.721], [-0.019, 0.016, -0.245], [-2.218, 0.906, -0.518]],
  "orbital_gap_ha": [0.3409, 0.3409],
  "homo_energy_ev": [-10.140, -10.140],
  "multiplicity": 1,
  "de_lowest_kcal_mol": 57.7,
  "charge": 0,
  "lumo_ha": [-0.03171, -0.03169]
}



No. 2
{
  "formula": "C5H7N3",
  "method": "ωB97M-V/def2-TZVPD",
  "elements": ["C", "C", "C", "C", "C", "H", "H", "H", "H", "H", "H", "H", "N", "N", "N"],
  "positions_angstrom": [[-0.963, -1.040, 1.410], [-0.385, -0.672, 0.182], [1.034, -0.714, 0.050], [0.375, 1.768, -1.119], [-1.268, 0.369, -0.446], [-2.281, -1.145, 1.211], [-0.978, -0.240, 2.234], [-0.450, -1.974, 1.669], [1.551, -1.413, 0.647], [2.795, -0.396, -1.071], [0.482, 2.916, -0.769], [-2.302, 0.160, -0.464], [1.676, -0.164, -1.095], [1.541, 1.224, -1.162], [-0.828, 1.320, -1.277]],
  "forces_ev_per_a": [[-4.674, -1.283, 2.821], [2.852, 4.453, -1.058], [-3.619, 0.449, -3.023], [5.785, 3.120, 1.108], [3.809, 0.520, -3.972], [3.950, -0.392, 0.774], [0.428, -1.275, -1.089], [-0.869, -0.012, 1.059], [0.793, -0.588, 0.628], [-3.833, 0.928, -0.076], [-0.447, -2.406, -1.432], [-1.171, -0.129, 0.117], [2.767, -2.304, 0.989], [-0.092, 1.946, 0.847], [-5.680, -3.027, 2.307]],
  "orbital_gap_ha": 0.2771,
  "homo_energy_ev": -7.991,
  "multiplicity": 1,
  "de_lowest_kcal_mol": 133.3,
  "charge": 0,
  "lumo_ha": -0.01658
}



No. 3
{
  "formula": "C4H6O2",
  "method": "ωB97M-V/def2-TZVPD",
  "elements": ["C", "O", "C", "C", "O", "C", "H", "H", "H", "H", "H", "H"],
  "positions_angstrom": [[-1.435, -0.464, 0.775], [0.046, -1.178, 1.063], [-0.147, -0.095, 0.200], [0.418, -0.307, -1.193], [1.187, 0.901, -1.069], [0.671, 1.174, 0.246], [-1.014, -0.712, 1.847], [-2.034, -1.113, 0.119], [-0.284, -0.281, -2.031], [1.050, -1.202, -1.258], [1.444, 1.170, 1.020], [0.096, 2.107, 0.281]],
  "forces_ev_per_a": [[1.217, -1.283, 0.663], [0.838, -0.479, -1.048], [0.516, -0.032, -0.025], [-0.199, -0.116, -0.319], [0.151, 0.172, -0.150], [0.086, 0.188, 0.290], [-2.610, 1.213, 0.062], [0.012, 0.122, 0.650], [0.043, 0.091, 0.005], [-0.149, 0.209, -0.011], [0.006, 0.065, -0.099], [0.089, -0.148, -0.018]],
  "orbital_gap_ha": 0.4018,
  "homo_energy_ev": -10.009,
  "multiplicity": 1,
  "de_lowest_kcal_mol": 125.5,
  "charge": 0,
  "lumo_ha": 0.03401
}



No. 4
{
  "formula": "C6H8N2",
  "method": "ωB97M-V/def2-TZVPD",
  "elements": ["C", "C", "C", "C", "C", "C", "H", "H", "H", "H", "H", "H", "H", "H", "N", "N"],
  "positions_angstrom": [[-1.277, 1.846, -0.657], [-0.935, 0.454, -1.014], [-0.785, -0.988, -0.468], [0.885, 0.862, 0.477], [0.881, -0.316, 1.191], [1.252, -1.641, 0.717], [-0.873, 2.621, -1.244], [-2.343, 2.101, -0.301], [-0.043, 0.496, -1.713], [-1.639, -1.391, 0.176], [1.686, 1.124, -0.214], [-0.044, -0.348, 1.825], [2.255, -1.800, 0.397], [0.921, -2.608, 1.249], [0.459, -1.395, -0.527], [-0.466, 1.181, 0.291]],
  "forces_ev_per_a": [[-3.059, 0.328, 1.393], [3.566, -2.214, -1.088], [-0.983, -0.267, -0.351], [0.111, -0.637, 0.654], [-0.976, 1.797, 2.176], [-0.587, -2.716, -0.742], [0.527, 0.735, -1.072], [1.769, -0.381, -0.287], [-1.168, 0.045, 0.460], [1.349, 0.549, -0.361], [-0.294, 0.126, -0.118], [0.910, -0.170, -0.693], [0.854, -0.032, -0.223], [0.335, 1.860, -0.029], [-2.356, 1.025, -0.361], [0.004, -0.048, 0.640]],
  "orbital_gap_ha": 0.3286,
  "homo_energy_ev": -8.040,
  "multiplicity": 1,
  "de_lowest_kcal_mol": 170.4,
  "charge": 0,
  "lumo_ha": 0.03315
}